Density functional theory data (ωB97M-V/def2-TZVPD) for a structure of composition C9H16I2NO4V.

Its LUMO energy is -4.9 eV. The frontier orbital gap is 2.56 eV.

Geometry as ORCA input:
```
! RIJCOSX wB97M-V def2-TZVPD def2/J DEFGRID3
* xyz 0 1
C -2.26 4.75 3.62
C -2.01 3.10 3.76
O -1.97 2.46 2.43
C -1.85 0.98 2.56
O -1.95 0.38 3.77
C -1.57 -0.01 1.25
C -0.39 -1.08 1.73
C -0.20 -2.14 0.46
N 1.00 -1.75 -0.37
C 0.68 -1.60 -1.84
I 0.45 0.54 -2.26
C 1.84 -2.19 -2.85
C 1.24 -1.96 -4.39
I 1.99 -4.41 -2.62
H -1.43 5.30 4.27
H -2.21 5.08 2.48
H -3.32 5.05 4.08
H -1.02 2.84 4.34
H -2.92 2.72 4.42
H -1.20 0.63 0.33
H -2.52 -0.68 0.98
H -0.83 -1.73 2.62
H 0.60 -0.53 2.02
H -1.22 -2.11 -0.13
H -0.03 -3.24 0.87
H -0.33 -2.12 -2.13
H 2.89 -1.67 -2.70
H 1.46 -0.88 -4.80
H 1.67 -2.81 -5.08
H 0.07 -2.18 -4.29
O 3.87 -0.49 -5.40
V 5.11 -0.24 -4.18
O 6.35 0.00 -2.96
*
```

Löwdin population analysis, charges in e, atoms 1 to 6:
1. C -0.097
2. C -0.230
3. O -0.106
4. C -0.222
5. O -0.052
6. C -0.098